<A>
Here is C5H9NO2 in the gas phase from OMol25. Energies are from ωB97M-V/def2-TZVPD.

Output
- HOMO level (hartree) = -0.3589
- frontier orbital gap (eV) = 10.623
- SMILES = CC1(C)CN2O[C@@H]2O1

```
! wB97M-V def2-TZVPD RIJCOSX def2/J DEFGRID3
* xyz 0 1
C 0.3365 -0.1997 -1.2100
C -0.3932 1.8803 -0.6066
C -0.2046 -0.1966 0.3106
C -1.1239 -1.3714 0.3869
C 0.9985 -0.1602 1.2766
N 0.2970 1.2329 -1.6334
O -0.9407 0.9982 0.5199
O 0.9855 1.9967 -0.5968
H 1.4304 -0.5397 -1.4622
H -0.3968 -0.7569 -1.9226
H -1.0444 2.6068 -0.7466
H -1.9255 -1.2476 -0.3315
H -1.2700 -1.5181 1.4744
H -0.6700 -2.2731 0.0218
H 1.7498 0.3931 0.6703
H 1.4799 -1.1650 1.5706
H 0.6915 0.3202 2.2787
*
```

Here are the natural (NBO) charges for atoms 1 to 5, given in e: C -0.29; C 0.46; C 0.22; C -0.63; C -0.65

=====

<B>
Here is C5H9NO2 in the gas phase from OMol25. Energies are from ωB97M-V/def2-TZVPD.

Output
- HOMO level (hartree) = -0.3338
- frontier orbital gap (eV) = 9.983
- SMILES = OCC[C@H]1CC=NO1

```
! wB97M-V def2-TZVPD RIJCOSX def2/J DEFGRID3
* xyz 0 1
C -0.6696 -0.9316 -1.1917
C -0.7699 -1.0355 0.2347
C -0.1825 0.2669 0.9885
C 1.3535 0.1932 0.8976
C 1.4778 1.5129 0.2396
H -1.8562 0.5358 -1.4378
H -0.7314 -1.9420 -1.6593
H 0.3537 -0.7155 -1.6529
H -0.2298 -1.8251 0.7287
H -1.7759 -1.1428 0.2924
H -0.7249 0.3560 1.9509
H 1.5890 0.1983 1.9222
H 1.7425 -0.6017 0.3437
H 2.4217 1.8989 0.1192
N 0.4077 2.1344 -0.2493
O -1.8071 -0.3526 -1.6951
O -0.5985 1.4504 0.1687
*
```

Here are the natural (NBO) charges for atoms 1 to 5, given in e: C -0.08; C -0.44; C 0.08; C -0.51; C -0.03

=====

<C>
Here is C5H9NO2 in the gas phase from OMol25. Energies are from ωB97M-V/def2-TZVPD.

Output
- HOMO level (alpha / beta) (hartree) = -0.2395 / -0.2356
- frontier orbital gap (alpha / beta) (eV) = 7.225 / 7.158

```
! wB97M-V def2-TZVPD RIJCOSX def2/J DEFGRID3
* xyz 0 1
C -0.0820 -0.9427 0.0974
C -1.3526 -0.5255 -0.6141
C -0.9637 0.9054 -0.4007
C 0.6768 0.6009 0.1799
N -0.2342 -1.5336 1.3122
C 1.7647 0.7126 -0.6386
O 0.8527 1.1870 1.4504
O 1.9021 -0.0611 -1.7501
H 0.0520 1.6534 1.7106
H 1.2847 -0.8158 -1.6174
H 0.6017 -1.6923 1.8546
H -1.0249 -2.1371 1.5042
H 2.5796 1.3925 -0.4470
H -1.3979 -0.8310 -1.6597
H -2.2700 -0.8163 -0.0954
H -1.5438 1.3697 0.3929
H -0.8452 1.5338 -1.2793
*
```

Here are the natural (NBO) charges for atoms 1 to 5, given in e: C 0.07; C -0.50; C -0.37; C 0.15; N -0.80

=====

Order of stability, best first: <B>, <A>, <C>

=====

<A>
Here is C7H17NO in the gas phase from OMol25. Energies are from ωB97M-V/def2-TZVPD.

Output
- HOMO level (hartree) = -0.3186
- frontier orbital gap (eV) = 9.491
- SMILES = CC(C)NC(C)(C)CO

```
! wB97M-V def2-TZVPD RIJCOSX def2/J DEFGRID3
* xyz 0 1
C 1.4249 0.1082 0.2837
C -1.0604 -0.1603 -0.1408
C -1.4095 1.1453 0.6330
C 2.0300 -1.1474 0.9183
C 2.4949 0.8380 -0.5269
C -1.3830 -1.3493 0.7693
C -1.9473 -0.2429 -1.3910
N 0.3183 -0.2401 -0.6058
O -1.0367 2.3237 -0.0409
H -1.5194 2.3649 -0.8752
H 0.4043 0.3117 -1.4511
H 1.0991 0.7791 1.0932
H -0.8799 1.1756 1.5865
H -2.4875 1.1452 0.8498
H 1.2870 -1.6988 1.4838
H 2.8412 -0.8698 1.5884
H 2.4222 -1.8012 0.1417
H 2.1058 1.7783 -0.9120
H 3.3564 1.0572 0.0949
H 2.8174 0.2198 -1.3582
H -1.0545 -2.2674 0.2964
H -2.4535 -1.4065 0.9477
H -0.8829 -1.2493 1.7281
H -1.7349 -1.1693 -1.9205
H -1.7510 0.5837 -2.0731
H -3.0011 -0.2288 -1.1193
*
```

Here are the natural (NBO) charges for atoms 1 to 5, given in e: C -0.04; C 0.10; C -0.08; C -0.61; C -0.61

=====

<B>
Here is 2 unconnected molecules or ions with the total composition C7H17NO from OMol25. Energies are from ωB97M-V/def2-TZVPD.

Output
- HOMO level (hartree) = -0.3201
- frontier orbital gap (eV) = 9.484
- SMILES = CCN(C)C(C)=O.CC

```
! wB97M-V def2-TZVPD RIJCOSX def2/J DEFGRID3
* xyz 0 1
C -0.7450 -0.7438 -1.9206
C 0.3645 0.3604 -2.3227
C 0.1193 -0.8680 0.5587
C -3.2713 -0.9919 -1.3086
C -2.3535 -1.1956 -0.1362
O -2.5313 -1.4568 1.0295
N -0.9411 -1.0030 -0.5151
H -1.5447 -0.5770 -2.5841
H -0.3026 -1.6922 -2.2850
H 0.1545 1.1774 -2.9750
H 1.2134 -0.0776 -2.8375
H 1.0466 -1.1390 -0.1187
H -3.3245 0.0163 -1.8252
H 0.7306 0.8547 -1.2098
H 0.0497 0.2041 1.0151
H 0.2530 -1.6572 1.3508
H -2.9740 -1.8500 -1.8694
H -4.3164 -0.9209 -0.8756
C 1.8028 2.0278 2.5322
C 2.7843 0.8473 2.2190
H 2.2533 2.9725 2.1935
H 0.8132 1.8408 2.1557
H 1.6240 2.2546 3.5724
H 3.2279 1.0815 1.2063
H 2.2898 -0.1196 2.0235
H 3.5775 0.6552 2.9266
*
```

Here are the natural (NBO) charges for atoms 1 to 5, given in e: C -0.23; C -0.63; C -0.43; C -0.75; C 0.70

=====

<C>
Here is a molecular structure, C7H17NO from OMol25. Energies are from ωB97M-V/def2-TZVPD.

Output
- HOMO level (hartree) = -0.2585
- frontier orbital gap (eV) = 7.981

```
! wB97M-V def2-TZVPD RIJCOSX def2/J DEFGRID3
* xyz 0 1
C 0.1779 0.5805 0.2660
C -1.8368 0.3095 0.0423
C 0.2977 -0.7616 -0.1603
C 2.8144 -0.6190 1.2522
C 0.6510 1.7111 -0.5931
C -2.4577 -0.5846 1.0921
C -2.3193 0.0426 -1.3656
N 2.2060 -1.0019 -0.0043
O 2.9214 -0.2392 -1.0126
H 3.0197 -0.8845 -1.7261
H 0.2762 0.7481 1.3373
H -2.0045 1.3571 0.3019
H 0.1971 -0.9700 -1.2210
H 0.0047 -1.5459 0.5285
H 2.2186 -1.0309 2.0724
H 3.8276 -1.0368 1.3418
H 2.9034 0.4687 1.3910
H 0.2041 2.6618 -0.2935
H 0.4379 1.5300 -1.6486
H 1.7415 1.7927 -0.4976
H -3.5375 -0.4005 1.1800
H -2.3378 -1.6442 0.8480
H -2.0257 -0.4082 2.0816
H -3.3860 0.2859 -1.4693
H -2.2078 -1.0104 -1.6406
H -1.7864 0.6496 -2.1027
*
```

Here are the natural (NBO) charges for atoms 1 to 5, given in e: C -0.15; C -0.17; C -0.20; C -0.45; C -0.65

=====

Order of stability, best first: <A>, <B>, <C>

=====

<A>
Here is 2 unconnected molecules or ions with the total composition C7H17NO from OMol25. Energies are from ωB97M-V/def2-TZVPD.

Output
- HOMO level (hartree) = -0.3243
- frontier orbital gap (eV) = 9.676
- SMILES = CCN(C)C(C)=O.CC

```
! wB97M-V def2-TZVPD RIJCOSX def2/J DEFGRID3
* xyz 0 1
C -1.5549 2.0072 -2.4368
C -0.3313 2.5877 -1.7240
H -2.4451 2.4258 -2.0049
H -1.4478 2.0206 -3.5287
H -1.6266 0.8901 -2.5616
H -0.5668 3.0946 -0.7775
H 0.3317 1.7287 -1.5864
H 0.1510 3.4225 -2.1939
C -0.1731 -0.7915 -0.1207
C -0.8980 0.4086 0.8595
C -0.5308 -2.5319 1.5646
C 2.7083 -0.5174 0.7243
C 1.6444 -1.3841 1.4972
O 1.9369 -1.9521 2.5326
N 0.4422 -1.7428 0.8942
H -0.9975 -1.3909 -0.4353
H 0.6165 -0.3424 -0.6829
H -0.7043 1.3962 0.4931
H -0.5863 0.1042 1.8527
H -1.0563 -3.1765 0.8124
H 3.2519 -0.0661 1.5316
H 2.1062 0.3306 0.2795
H -1.8541 -0.0694 0.6972
H -0.0507 -3.2600 2.2451
H -1.2919 -2.0181 2.1722
H 2.9264 -1.1739 -0.1037
*
```

Here are the natural (NBO) charges for atoms 1 to 5, given in e: C -0.64; C -0.62; H 0.22; H 0.22; H 0.21

=====

<B>
Here is C7H17NO in the gas phase from OMol25. Energies are from ωB97M-V/def2-TZVPD.

Output
- HOMO level (hartree) = -0.3399
- frontier orbital gap (eV) = 10.092
- SMILES = CC(C)(N)CC(C)(C)O

```
! wB97M-V def2-TZVPD RIJCOSX def2/J DEFGRID3
* xyz 0 1
C 0.0308 1.1188 -0.9572
C -0.0959 -1.0782 0.5608
C 0.7784 -0.1040 -0.2344
C 1.0995 1.9886 -1.6269
C -0.7943 1.9984 -0.0117
C -0.1859 -0.6897 2.0407
C 0.6985 -2.4631 0.4553
N -1.4087 -1.2321 -0.0382
O -0.7660 0.5927 -2.0008
H -1.3917 -0.0550 -1.6344
H -2.1114 -0.6725 0.4300
H -1.7006 -2.1989 -0.1166
H 1.2588 -0.6280 -1.0611
H 1.5451 0.3106 0.4181
H -0.1807 2.3583 0.8111
H 1.7214 1.3836 -2.2823
H 1.7295 2.4708 -0.8835
H 0.6161 2.7520 -2.2343
H -1.6533 1.4660 0.3889
H -1.1823 2.8554 -0.5624
H 0.8037 -0.6667 2.4901
H -0.7899 -1.4179 2.5823
H -0.6362 0.2926 2.1597
H 1.7465 -2.3521 0.7208
H 0.6131 -2.8481 -0.5581
H 0.2558 -3.1815 1.1441
*
```

Here are the natural (NBO) charges for atoms 1 to 5, given in e: C 0.27; C 0.12; C -0.43; C -0.61; C -0.64

=====

Order of stability, best first: <B>, <A>

=====

<A>
Here is a molecular structure, C4H8NOS from OMol25. Energies are from ωB97M-V/def2-TZVPD.

Output
- HOMO level (hartree) = -0.0782
- frontier orbital gap (eV) = 5.036

```
! wB97M-V def2-TZVPD RIJCOSX def2/J DEFGRID3
* xyz -1 1
C -0.3996 -0.5283 -0.0045
N 0.2638 -0.0110 1.1739
C -0.3785 -0.1428 2.2462
O -0.0561 -0.7606 3.3624
C 0.2842 -0.2473 -1.3403
C 0.6246 1.2133 -1.5097
S 1.2421 1.6819 -3.2033
H -1.4754 -0.2382 -0.0714
H -0.5211 -1.6211 0.0572
H -0.3925 -1.4618 2.7041
H -1.3908 0.3105 2.1740
H -0.2002 -0.7444 -2.1801
H 1.2377 -0.7856 -1.2303
H 1.3994 1.4594 -0.7841
H -0.2375 1.8761 -1.3942
*
```

Here are the natural (NBO) charges for atoms 1 to 5, given in e: C -0.22; N -0.49; C 0.37; O -0.64; C -0.42

=====

<B>
Here is a gas-phase ion, C4H8NOS (charge -1) from OMol25. Energies are from ωB97M-V/def2-TZVPD.

Output
- HOMO level (hartree) = -0.0932
- frontier orbital gap (eV) = 6.021
- SMILES = CC(=O)NCC[S-]

```
! wB97M-V def2-TZVPD RIJCOSX def2/J DEFGRID3
* xyz -1 1
O -0.0994 -2.9854 1.2586
C 0.0770 -2.0871 0.4670
N -0.1973 -0.7576 0.7277
C 0.4571 0.3688 -0.0918
C -0.2190 1.6104 0.3796
S -0.3866 3.0501 -0.7846
C 0.5899 -2.4853 -0.9508
H -0.1287 -0.5349 1.7226
H 1.5908 0.3066 0.0035
H 0.1545 0.2846 -1.1908
H -1.1859 1.5323 0.8571
H 0.4680 2.0033 1.1766
H 1.0150 -3.3771 -1.0318
H 1.3277 -1.7713 -1.3155
H -0.3096 -2.4994 -1.6555
*
```

Here are the natural (NBO) charges for atoms 1 to 5, given in e: O -0.64; C 0.69; N -0.63; C -0.24; C -0.56

=====

Order of stability, best first: <B>, <A>

=====

<A>
Here is C4H8N2 in the gas phase from OMol25. Energies are from ωB97M-V/def2-TZVPD.

Output
- HOMO level (hartree) = -0.2997
- frontier orbital gap (eV) = 9.124
- SMILES = C=C(N)C(=C)N

```
! wB97M-V def2-TZVPD RIJCOSX def2/J DEFGRID3
* xyz 0 1
C 0.0605 -0.3358 0.6637
C -0.0188 0.2509 -0.6990
N 0.1612 0.5898 1.6929
N -1.1371 1.0345 -0.9513
C 0.1044 -1.6543 0.8610
C 0.8971 -0.0206 -1.6262
H -0.0011 0.2358 2.6195
H -0.2149 1.5079 1.5256
H -1.5922 1.4664 -0.1635
H -1.0876 1.6158 -1.7711
H 0.1795 -2.0818 1.8469
H 0.0895 -2.3319 0.0302
H 0.8428 0.4014 -2.6141
H 1.7167 -0.6782 -1.4146
*
```

Here are the natural (NBO) charges for atoms 1 to 5, given in e: C 0.15; C 0.15; N -0.81; N -0.81; C -0.50

=====

<B>
Here is 2 unconnected molecules or ions with the total composition C4H8N2 from OMol25. Energies are from ωB97M-V/def2-TZVPD.

Output
- HOMO level (hartree) = -0.3439
- frontier orbital gap (eV) = 9.178

```
! wB97M-V def2-TZVPD RIJCOSX def2/J DEFGRID3
* xyz 0 1
C 1.8639 0.2629 0.7556
C 0.6369 0.9634 0.1880
C -1.8100 -0.7027 0.1339
N -2.2659 -0.1187 -0.9436
C -0.8836 -1.7707 -0.1170
N -0.1050 -2.6400 -0.1525
H 1.8186 -0.8116 0.5508
H 1.9078 0.3872 1.8425
H 2.7935 0.6539 0.3277
H 0.6564 2.0427 0.3642
H 0.5466 0.8018 -0.8962
H -0.2714 0.5917 0.6829
H -1.9911 -0.3270 -1.9025
H -2.8967 0.6672 -0.8338
*
```

Here are the natural (NBO) charges for atoms 1 to 5, given in e: C -0.61; C -0.60; C 0.05; N -0.69; C 0.13

=====

Order of stability, best first: <A>, <B>